# 1
{
  "formula": "C19H27N5O7S",
  "method": "the ωB97M-V functional and the def2-TZVPD basis",
  "symbols": ["O", "O", "O", "O", "O", "O", "O", "C", "C", "C", "C", "C", "C", "C", "C", "C", "C", "C", "C", "N", "N", "N", "N", "N", "C", "C", "C", "C", "C", "C", "C", "S", "H", "H", "H", "H", "H", "H", "H", "H", "H", "H", "H", "H", "H", "H", "H", "H", "H", "H", "H", "H", "H", "H", "H", "H", "H", "H", "H"],
  "xyz": [[3.715, -4.350, 3.467], [3.067, -0.262, 6.203], [-0.261, 1.415, -5.201], [-3.088, 0.389, 1.322], [-1.278, 2.060, 1.182], [0.642, 2.236, -3.411], [-2.925, -1.328, -6.997], [3.366, -3.311, 4.004], [3.847, -0.508, 5.289], [-2.727, -1.850, -8.251], [-3.285, -1.037, -9.199], [-3.878, 0.066, -8.487], [-3.633, -0.161, -7.158], [-3.973, 1.334, -3.123], [-3.907, 1.398, -1.737], [-1.516, 1.676, -1.894], [-2.822, 1.407, -3.917], [-1.553, 1.611, -3.308], [-2.673, 1.561, -1.124], [5.156, -0.682, 5.506], [-2.954, 1.305, -5.302], [3.647, -2.146, 3.411], [-3.625, 2.788, 1.086], [-0.326, 1.758, -4.016], [2.635, -3.376, 5.331], [5.799, -0.561, 6.814], [-4.100, 0.693, -6.009], [1.740, 1.203, 3.715], [1.468, -0.673, 2.140], [1.904, -0.317, 3.570], [3.364, -0.760, 3.852], [-2.567, 1.590, 0.675], [-2.200, -2.777, -8.459], [-3.280, -1.201, -10.273], [-4.422, 0.905, -8.913], [-4.953, 1.229, -3.569], [-4.813, 1.320, -1.138], [-0.569, 1.806, -1.371], [5.726, -0.955, 4.721], [-2.053, 1.245, -5.784], [4.092, -2.258, 2.514], [-3.828, 2.623, 2.062], [-3.110, 3.648, 0.969], [2.325, -4.404, 5.510], [3.300, -3.061, 6.131], [1.753, -2.741, 5.311], [6.876, -0.709, 6.720], [5.390, -1.309, 7.496], [5.606, 0.430, 7.230], [-4.677, 0.042, -5.345], [-4.767, 1.481, -6.375], [0.707, 1.484, 3.503], [1.971, 1.517, 4.732], [2.399, 1.723, 3.019], [0.462, -0.294, 1.956], [2.151, -0.230, 1.415], [1.446, -1.755, 2.008], [1.224, -0.808, 4.266], [3.984, -0.118, 3.228]],
  "smiles": "NS(=O)(=O)c1ccc(NCc2ccco2)c([N+](=O)[O-])c1.CNC(=O)[C@@H](NC(C)=O)C(C)C",
  "multiplicity": 1
}


# 2
{
  "formula": "C5H8NO",
  "method": "the ωB97M-V functional and the def2-TZVPD basis",
  "symbols": ["C", "C", "C", "C", "C", "N", "O", "H", "H", "H", "H", "H", "H", "H", "H"],
  "xyz": [[-1.226, -0.438, -1.669], [-0.659, -1.404, -0.939], [-0.946, 0.840, -1.351], [0.215, 2.781, -0.287], [0.404, -1.813, 1.115], [-0.432, 1.632, -0.713], [0.066, -1.012, 0.068], [-2.111, -0.708, -2.328], [-0.819, -2.489, -1.141], [1.085, 3.092, -0.913], [-0.525, 3.618, -0.367], [0.259, 2.817, 0.819], [-0.367, -1.766, 1.942], [1.437, -1.506, 1.558], [0.432, -2.808, 0.641]],
  "smiles": "C[N+]#C/C=C\\OC",
  "total_charge": 1,
  "multiplicity": 1
}


# 3
{
  "formula": "C2H8S4",
  "method": "the ωB97M-V functional and the def2-TZVPD basis",
  "symbols": ["C", "S", "S", "H", "H", "H", "H", "C", "S", "S", "H", "H", "H", "H"],
  "xyz": [[1.849, -1.558, -0.962], [1.886, -0.618, 0.572], [2.796, 1.074, -0.112], [1.032, -1.302, -1.637], [2.707, -1.177, -1.537], [1.946, -2.636, -0.863], [1.925, 2.007, 0.271], [-1.488, 1.413, -0.855], [-2.878, 0.625, -0.024], [-1.984, -1.145, 0.515], [-0.873, 2.020, -0.195], [-0.936, 0.591, -1.300], [-1.765, 2.093, -1.672], [-1.589, -0.822, 1.742]],
  "smiles": "CSS.CSS",
  "multiplicity": 1
}


# 4
{
  "formula": "C24H27ClN2O5",
  "method": "the ωB97M-V functional and the def2-TZVPD basis",
  "symbols": ["C", "C", "H", "H", "C", "C", "C", "C", "O", "O", "C", "C", "H", "H", "H", "H", "H", "C", "N", "C", "O", "N", "H", "H", "C", "C", "C", "C", "C", "C", "O", "C", "C", "C", "C", "C", "C", "C", "H", "H", "H", "H", "H", "H", "H", "O", "C", "H", "H", "H", "H", "Cl", "H", "H", "H", "H", "H", "H", "H"],
  "xyz": [[0.547, 0.767, 4.490], [-0.894, 0.455, 4.869], [-1.546, 1.265, 4.531], [-0.971, 0.401, 5.957], [-1.379, -0.880, 4.279], [-1.696, -0.751, 2.821], [-0.937, -1.134, 1.767], [0.361, -1.807, 1.773], [0.946, -2.096, 0.749], [0.868, -2.081, 2.988], [2.129, -2.749, 3.015], [1.975, -4.251, 2.824], [1.303, -4.660, 3.575], [1.570, -4.457, 1.837], [2.945, -4.732, 2.915], [2.549, -2.518, 3.996], [2.768, -2.333, 2.229], [-1.427, -0.837, 0.365], [-2.872, -0.706, 0.349], [-3.581, -0.168, 1.361], [-4.731, 0.203, 1.285], [-2.902, -0.139, 2.577], [-3.463, 0.154, 3.365], [-3.302, -0.676, -0.563], [-0.782, 0.410, -0.221], [-0.407, 1.467, 0.592], [0.179, 2.580, 0.027], [0.365, 2.674, -1.341], [-0.049, 1.643, -2.174], [-0.615, 0.482, -1.608], [-1.071, -0.593, -2.311], [-0.480, -0.949, -3.552], [1.026, -0.930, -3.558], [1.704, -0.597, -4.724], [3.086, -0.562, -4.747], [3.806, -0.853, -3.600], [3.135, -1.192, -2.438], [1.752, -1.237, -2.415], [1.248, -1.513, -1.501], [3.686, -1.427, -1.540], [4.886, -0.817, -3.615], [3.603, -0.301, -5.659], [1.143, -0.361, -5.617], [-0.866, -0.309, -4.353], [-0.841, -1.971, -3.721], [0.041, 1.707, -3.532], [0.774, 2.758, -4.114], [0.791, 2.545, -5.181], [1.800, 2.785, -3.735], [0.291, 3.726, -3.948], [0.814, 3.564, -1.747], [0.682, 3.889, 1.037], [-0.562, 1.416, 1.657], [-1.164, -1.678, -0.287], [-0.618, -1.639, 4.435], [-2.291, -1.187, 4.799], [1.217, 0.017, 4.902], [0.675, 0.774, 3.411], [0.838, 1.741, 4.877]],
  "smiles": "CCCC1=C(C(=O)OCC)[C@H](c2cc(Cl)cc(OC)c2OCc2ccccc2)NC(=O)N1",
  "multiplicity": 1
}


# 5
{
  "formula": "C20H26FN5O3",
  "method": "the ωB97M-V functional and the def2-TZVPD basis",
  "symbols": ["C", "C", "C", "N", "C", "O", "C", "N", "N", "C", "C", "C", "C", "C", "N", "C", "C", "C", "C", "C", "N", "C", "C", "O", "C", "O", "C", "C", "F", "H", "H", "H", "H", "H", "H", "H", "H", "H", "H", "H", "H", "H", "H", "H", "H", "H", "H", "H", "H", "H", "H", "H", "H", "H", "H"],
  "xyz": [[-0.786, 2.835, 2.480], [-0.141, 1.977, 1.403], [-0.332, 2.600, 0.019], [0.237, 1.733, -1.005], [1.334, 2.120, -1.695], [1.852, 3.220, -1.585], [1.958, 1.089, -2.593], [1.701, 1.056, -3.887], [2.458, 0.052, -4.353], [3.180, -0.557, -3.393], [2.886, 0.088, -2.213], [3.373, -0.210, -0.861], [3.585, -1.521, -0.441], [3.987, -1.756, 0.864], [4.180, -0.794, 1.764], [3.987, 0.458, 1.353], [3.595, 0.803, 0.069], [-0.350, 0.404, -1.039], [-0.105, -0.313, 0.287], [-0.569, 0.498, 1.502], [-1.993, 0.253, 1.856], [-2.104, -0.918, 2.730], [-3.005, 0.494, 0.950], [-3.212, 1.595, 0.470], [-4.078, -0.578, 0.719], [-3.603, -1.891, 0.526], [-3.229, -2.153, -0.811], [-2.633, -3.528, -0.884], [-1.382, -3.543, -0.270], [-1.858, 2.928, 2.301], [-0.642, 2.399, 3.470], [-0.348, 3.835, 2.485], [0.943, 1.953, 1.572], [-1.390, 2.752, -0.191], [0.182, 3.557, -0.031], [2.452, -0.145, -5.338], [3.854, -1.368, -3.612], [3.407, -2.352, -1.111], [4.148, -2.772, 1.208], [4.158, 1.234, 2.092], [3.467, 1.843, -0.202], [-1.420, 0.522, -1.237], [0.072, -0.167, -1.863], [-0.581, -1.296, 0.288], [0.970, -0.482, 0.384], [-0.036, 0.110, 2.372], [-3.142, -1.130, 2.965], [-1.658, -1.818, 2.301], [-1.595, -0.679, 3.664], [-4.739, -0.594, 1.588], [-4.666, -0.233, -0.135], [-4.107, -2.110, -1.469], [-2.501, -1.417, -1.173], [-3.264, -4.250, -0.365], [-2.497, -3.829, -1.924]],
  "smiles": "C[C@@H]1CN(C(=O)c2n[nH]cc2-c2ccncc2)CC[C@@H]1N(C)C(=O)COCCF",
  "multiplicity": 1
}


| no. | Kohn-Sham gap (eV) | LUMO (eV) |
| --- | --- | --- |
| 1 | 7.97 | -1.08 |
| 2 | 9.81 | -4.32 |
| 3 | 9.01 | 0.37 |
| 4 | 8.86 | 0.66 |
| 5 | 9.58 | 0.55 |